74
Properties=species:S:1:pos:R:3:lowdin_charge:R:1 method="wB97M-V/def2-TZVPD" e_lumo_ev=-0.1435 orbital_gap_ev=8.92 smiles="C#CCCC[C@@](I)(CCN)OC(=O)[PH2]=S.c1ccncc1.c1ccncc1.c1ccncc1.c1ccncc1" e_tot_ev=-70407.626
C 1.4396 0.5008 0.8448 0.12
C 1.4014 0.0676 -0.2725 -0.15
C 1.0069 -0.6195 -1.4970 -0.20
C -0.2807 -0.0433 -2.1124 -0.18
C -1.3890 0.3327 -1.1143 -0.21
C -2.6735 -0.4758 -1.2447 -0.77
I -3.6243 0.0145 -3.1326 1.06
C -2.4636 -1.9960 -1.2176 -0.20
C -1.5832 -2.4793 -0.0546 -0.24
N -2.2724 -2.6569 1.2263 0.01
O -3.4594 -0.1129 -0.0831 -0.10
C -4.7437 0.3349 -0.2491 -0.72
O -5.0547 1.4766 -0.1528 0.10
P -6.1173 -0.9477 -0.4573 0.33
S -7.8331 -0.2314 -0.9697 0.14
H 1.4501 0.9102 1.8307 0.03
H 0.9415 -1.6875 -1.3120 0.11
H 1.8035 -0.4938 -2.2322 0.11
H -0.6327 -0.7721 -2.8356 0.06
H -0.0123 0.8539 -2.6599 0.12
H -1.0886 0.2405 -0.0757 0.10
H -1.6623 1.3700 -1.2844 0.11
H -3.4471 -2.4416 -1.0725 0.09
H -2.1203 -2.3546 -2.1825 0.08
H -1.1725 -3.4420 -0.3555 0.12
H -0.7444 -1.8193 0.1270 0.09
H -3.1856 -3.0670 1.0875 0.07
H -2.3907 -1.7442 1.6454 0.06
H -6.1372 -1.5456 0.8173 -0.02
H -5.6206 -1.9428 -1.3129 -0.04
N 4.7626 3.1203 0.7231 0.05
C 4.5860 1.8413 0.3921 -0.16
C 5.3316 0.8008 0.9252 -0.07
C 6.3191 1.1031 1.8475 -0.08
C 6.5190 2.4281 2.2000 -0.08
C 5.7161 3.3931 1.6125 -0.16
H 3.8020 1.6471 -0.3283 0.09
H 5.1369 -0.2196 0.6255 0.10
H 6.9220 0.3189 2.2870 0.10
H 7.2784 2.7091 2.9166 0.10
H 5.8372 4.4411 1.8648 0.10
N 0.8085 3.1740 2.6409 0.04
C -0.4974 3.3266 2.8539 -0.16
C -1.2548 4.3428 2.2931 -0.07
C -0.6195 5.2535 1.4642 -0.08
C 0.7383 5.1091 1.2312 -0.07
C 1.4053 4.0561 1.8394 -0.15
H -0.9555 2.5917 3.5079 0.10
H -2.3137 4.4153 2.4994 0.10
H -1.1752 6.0614 1.0055 0.10
H 1.2730 5.7947 0.5886 0.10
H 2.4662 3.9027 1.6723 0.08
N 1.7579 -1.8231 5.0638 0.05
C 1.1545 -0.8833 5.7880 -0.16
C -0.1466 -0.4585 5.5660 -0.08
C -0.8604 -1.0417 4.5313 -0.09
C -0.2500 -2.0206 3.7634 -0.08
C 1.0563 -2.3718 4.0741 -0.15
H 1.7488 -0.4510 6.5856 0.10
H -0.5858 0.3089 6.1887 0.10
H -1.8798 -0.7358 4.3261 0.10
H -0.7710 -2.5000 2.9441 0.06
H 1.5734 -3.1333 3.5002 0.10
N -0.1537 -2.7342 -4.6533 0.05
C -1.2760 -2.3264 -5.2452 -0.17
C -1.4493 -2.2810 -6.6193 -0.06
C -0.3964 -2.6796 -7.4264 -0.08
C 0.7785 -3.1058 -6.8283 -0.07
C 0.8480 -3.1150 -5.4436 -0.15
H -2.0679 -2.0188 -4.5709 0.02
H -2.3843 -1.9414 -7.0431 0.10
H -0.4896 -2.6587 -8.5045 0.11
H 1.6247 -3.4248 -7.4208 0.10
H 1.7487 -3.4436 -4.9367 0.10